20
Properties=species:S:1:pos:R:3:mulliken_charge:R:1 method="wB97M-V/def2-TZVPD" molar_mass_da=116.164 charge=-1 multiplicity=2 e_lumo_ev="3.52 / 2.62" gap_ev="6.1 / 5.2" total_energy_ev=-10401.353 e_above_lowest_kcal_mol=118.78
C -1.056 1.660 -0.561 -1.119
C 0.300 1.019 -0.354 -0.146
N 0.215 -0.125 0.571 0.306
C 0.024 -1.412 -0.066 -1.045
C -0.497 0.161 1.781 -1.140
C -1.384 -0.695 2.189 0.973
N 1.293 0.422 -2.752 -0.719
O -1.885 -1.791 2.151 -0.501
H -0.880 2.635 -1.024 0.324
H -1.586 1.775 0.379 0.381
H -1.633 1.055 -1.286 0.274
H 1.076 1.704 -0.038 0.263
H 0.620 0.621 -1.469 0.156
H 0.059 -2.205 0.691 0.334
H -0.947 -1.494 -0.591 0.231
H 0.822 -1.579 -0.798 0.515
H 1.213 -1.109 3.468 -0.152
H 1.046 -1.376 4.143 0.154
H 2.294 0.290 -2.746 -0.016
H 0.906 0.444 -3.687 -0.071